1.
Formula: C5H11N3O
Source: OMol25
Level of theory: the ωB97M-V functional and the def2-TZVPD basis

Cartesian coordinates (Å):
1 C -2.5578 1.6203 1.0405
2 N -1.2570 2.1927 1.5726
3 C -0.0499 2.0574 1.2147
4 N 0.4475 1.2044 0.1592
5 N 0.0969 -0.1935 0.0105
6 C -0.3631 -0.3448 -1.2898
7 C 1.0058 -0.8837 -0.9530
8 C 1.3639 -2.2641 -0.7401
9 O 2.3849 -2.2356 0.3903
10 H -3.3537 2.2172 1.5124
11 H -2.6085 1.5989 -0.1044
12 H -2.5530 0.6517 1.4345
13 H 0.8153 2.7051 1.7414
14 H 1.4216 1.4115 0.3090
15 H -0.5421 0.5418 -1.9108
16 H -0.9127 -1.2750 -1.6894
17 H 1.8590 -0.3616 -1.2582
18 H 0.3873 -2.7555 -0.5021
19 H 2.0681 -2.6440 -1.6812
20 H 2.3473 -3.2433 0.7439

Values from the calculation:
SMILES string: C/N=C\NN1C[C@@H]1CO
energy: -11875.7916 eV
spin multiplicity: 1
HOMO: -8.519 eV
molecular weight: 129.2 g mol⁻¹
E_LUMO: 0.0303 Ha

These are the natural (NBO) partial charges, in e, on atoms 1 to 2: atom 1 (C): -0.434, atom 2 (N): -0.473

=====

2.
Formula: C22H34IN3O5Sn
Source: OMol25
Level of theory: the ωB97M-V functional and the def2-TZVPD basis

Cartesian coordinates (Å):
1 C 5.8353 2.7654 1.0642
2 C 6.0417 1.1950 1.2011
3 C 5.7635 0.4269 -0.1565
4 C 4.5856 -0.6468 0.0040
5 N 4.2684 -1.1708 -1.3680
6 N 2.9820 -0.8492 -1.7805
7 C 2.5379 0.5209 -1.8082
8 O 3.0610 1.5003 -2.2318
9 C 1.1154 0.3654 -1.1686
10 C 0.2144 1.3696 -0.6668
11 C -1.0943 0.9112 -0.1364
12 C -2.0403 2.0201 0.4240
13 C -2.6644 1.6840 1.8249
14 O -3.4503 2.8061 2.3073
15 C -1.5520 1.4292 2.9318
16 N -1.8052 0.2666 3.7953
17 C -1.4239 -0.5183 -0.1567
18 O -2.6572 -0.9536 0.3093
19 C -3.4981 -1.1590 -0.8927
20 C -4.7626 -0.2400 -0.9084
21 O -4.5826 0.9320 -1.7201
22 C -5.3422 2.0398 -1.1837
23 C -4.8611 3.3944 -1.8510
24 C -0.4921 -1.5653 -0.6559
25 C -0.8292 -3.0768 -0.6390
26 C 0.1406 -3.8827 0.3472
27 C 0.6270 -5.2533 -0.2747
28 I -0.8812 -6.8138 -0.0532
29 C 0.7824 -1.0908 -1.1512
30 C 1.9880 -1.8692 -1.7276
31 O 2.1058 -3.0156 -2.0866
32 H 4.8035 2.9770 0.6871
33 H 6.6044 3.1344 0.3399
34 H 5.9755 3.2285 2.0778
35 H 7.0986 1.0024 1.5057
36 H 5.3068 0.7946 1.9594
37 H 5.5229 1.1801 -0.9546
38 H 6.6565 -0.1531 -0.5310
39 H 3.7040 -0.2404 0.5730
40 H 5.0628 -1.4741 0.6913
41 H 4.9301 -0.6979 -2.0021
42 H 0.5403 2.4301 -0.6868
43 H -2.7964 2.2239 -0.3808
44 H -1.4294 2.9592 0.5653
45 H -3.3786 0.8201 1.7772
46 H -3.6307 3.4008 1.5579
47 H -1.5065 2.3601 3.5624
48 H -0.5505 1.3148 2.4365
49 H -1.5631 -0.6133 3.3449
50 H -2.7794 0.2697 4.1037
51 H -3.7284 -2.2521 -0.9439
52 H -2.9036 -0.9114 -1.8185
53 H -5.5779 -0.8367 -1.4189
54 H -5.1501 -0.0118 0.1193
55 H -5.0986 2.1200 -0.0903
56 H -6.4451 1.9024 -1.3511
57 H -4.4808 3.2419 -2.8891
58 H -5.6713 4.1719 -1.7913
59 H -4.0018 3.8236 -1.2562
60 H -0.8928 -3.5449 -1.6535
61 H -1.8532 -3.1837 -0.1875
62 H 1.0136 -3.2170 0.6475
63 H -0.3771 -4.1415 1.3079
64 H 0.7653 -5.1178 -1.3802
65 H 1.6125 -5.5723 0.1556
66 Sn 4.1061 -2.9092 0.3322

Values from the calculation:
total charge: +2
energy: -51981.7635 eV
spin multiplicity: 1
HOMO: -13.119 eV
molecular weight: 666.1 g mol⁻¹
E_LUMO: -0.3879 Ha

These are the natural (NBO) partial charges, in e, on atoms 1 to 2: atom 1 (C): -0.609, atom 2 (C): -0.408

=====

3.
Formula: C3H6N2O2
Source: OMol25
Level of theory: the ωB97M-V functional and the def2-TZVPD basis

Cartesian coordinates (Å):
1 C 2.3324 -0.3367 0.1274
2 O 1.0575 -0.8061 -0.1200
3 N 0.3900 0.4450 0.1055
4 C -0.7995 0.3145 -0.1128
5 N -1.6279 1.3741 -0.0351
6 C -1.5185 -0.8988 -0.2469
7 O -2.6485 -1.3808 0.2968
8 H 2.8034 -1.2345 -0.0679
9 H 2.5027 0.6861 -0.6703
10 H 2.6480 -0.1152 1.2733
11 H -2.7397 1.2676 0.0906
12 H -1.3362 2.3138 0.2369
13 H -1.0636 -1.6290 -0.8774

Values from the calculation:
SMILES string: CO/N=C(/N)C=O
energy: -10278.1982 eV
spin multiplicity: 1
HOMO: -9.196 eV
molecular weight: 102.1 g mol⁻¹
E_LUMO: -0.0179 Ha

These are the natural (NBO) partial charges, in e, on atoms 1 to 2: atom 1 (C): -0.240, atom 2 (O): -0.416

=====

4.
Formula: FH3O3P
Source: OMol25
Level of theory: the ωB97M-V functional and the def2-TZVPD basis

Cartesian coordinates (Å):
1 O -3.4461 -0.1921 -0.5802
2 O -1.1613 -1.1688 0.4098
3 O -1.6754 1.3920 0.3264
4 F 1.4864 -1.0005 -0.3450
5 P -2.1724 -0.1027 0.0351
6 H 2.3626 -1.0701 -0.5337
7 H -0.2323 -1.0048 0.5110
8 H -2.4550 2.0507 0.2484

Values from the calculation:
total charge: +1
energy: -18190.3422 eV
spin multiplicity: 1
HOMO: -18.812 eV
molecular weight: 101.0 g mol⁻¹
E_LUMO: -0.2304 Ha

These are the natural (NBO) partial charges, in e, on atoms 1 to 2: atom 1 (O): -0.867, atom 2 (O): -0.910

=====

5.
Formula: C26H76O12
Source: OMol25
Level of theory: the ωB97M-V functional and the def2-TZVPD basis

Cartesian coordinates (Å):
1 C 2.7983 1.9308 1.7050
2 C 3.2788 2.2660 3.0869
3 O 2.4829 1.6169 4.0533
4 H 3.3621 2.4658 0.9451
5 H 1.7587 2.2158 1.5601
6 H 2.9268 0.8564 1.5361
7 H 3.2492 3.3668 3.2147
8 H 4.3459 2.0242 3.2213
9 H 2.7976 1.8491 4.9276
10 C 3.8245 -2.4996 -1.4299
11 C 2.9007 -3.6882 -1.2517
12 O 1.4975 -3.2573 -1.0794
13 H 3.5897 -1.8934 -2.3088
14 H 4.8538 -2.8506 -1.5122
15 H 3.7763 -1.8370 -0.5554
16 H 3.2279 -4.2239 -0.3454
17 H 2.9980 -4.4191 -2.0673
18 H 1.0456 -3.9047 -0.5267
19 C -4.1247 3.1848 0.9797
20 C -3.5162 1.8964 0.4472
21 O -4.1692 1.4513 -0.7622
22 H -5.2058 3.1596 1.0363
23 H -3.8876 3.9944 0.2732
24 H -3.6865 3.4445 1.9533
25 H -3.6547 1.0990 1.1950
26 H -2.4466 2.0062 0.2547
27 H -3.4848 1.5212 -1.4674
28 C 4.9828 1.9811 -1.7797
29 C 3.7535 1.5268 -2.5445
30 O 2.5138 1.7614 -1.7959
31 H 4.9226 3.0625 -1.6130
32 H 5.9121 1.7931 -2.3337
33 H 5.0961 1.5023 -0.8054
34 H 3.8202 0.4505 -2.7521
35 H 3.7051 2.0968 -3.4710
36 H 2.2843 0.9583 -1.2861
37 C -0.2729 0.0224 1.0321
38 C -0.0736 -0.2323 -0.4256
39 O 1.3263 -0.4561 -0.6621
40 H 0.0712 1.0130 1.3391
41 H 0.2716 -0.6463 1.6942
42 H -1.3309 0.0044 1.3219
43 H -0.3697 0.6519 -0.9895
44 H -0.6219 -1.1072 -0.7729
45 H 1.4543 -1.4086 -0.8695
46 C -3.6052 -1.7331 -1.9833
47 C -3.1522 -2.5720 -0.8006
48 O -4.1917 -3.3729 -0.2240
49 H -2.9858 -0.8393 -2.0463
50 H -4.6393 -1.4081 -1.8635
51 H -3.5629 -2.2944 -2.9251
52 H -2.8292 -1.8690 -0.0309
53 H -2.3100 -3.2045 -1.0938
54 H -4.4221 -4.0550 -0.8693
55 C -2.4256 2.7233 -4.6585
56 C -1.8812 1.4449 -4.0354
57 O -1.9361 1.4622 -2.6144
58 H -3.4666 2.8355 -4.3310
59 H -2.3834 2.7046 -5.7500
60 H -1.8892 3.5954 -4.2922
61 H -0.8246 1.3061 -4.3428
62 H -2.3767 0.5416 -4.3844
63 H -1.2692 2.0942 -2.2458
64 C -1.2372 0.3125 5.1132
65 C -2.6781 0.5911 4.7779
66 O -3.5089 -0.5361 5.1408
67 H -1.1140 0.1099 6.1866
68 H -0.4675 1.0403 4.8602
69 H -0.9849 -0.6226 4.5943
70 H -2.7808 0.7563 3.7054
71 H -3.0399 1.4927 5.2996
72 H -3.4907 -0.6396 6.0984
73 C 1.6714 -0.7195 -5.0718
74 C 0.5008 -1.4013 -4.3834
75 O 0.8926 -2.7792 -3.8756
76 H 1.3750 0.2058 -5.5913
77 H 2.1406 -1.3808 -5.8012
78 H 2.4290 -0.4114 -4.3471
79 H -0.3573 -1.5294 -5.0512
80 H 0.2065 -0.7809 -3.5235
81 H 0.8396 -2.8248 -2.9023
82 C 2.2113 -2.1950 2.6437
83 C 3.6713 -2.5389 2.7457
84 O 3.9119 -3.8057 2.1387
85 H 1.9366 -2.0725 1.5873
86 H 2.0292 -1.2237 3.1151
87 H 1.5445 -2.9620 3.0311
88 H 3.9919 -2.5253 3.7997
89 H 4.2703 -1.7503 2.2653
90 H 4.8459 -3.8601 1.8984
91 C -2.3938 -3.0932 1.3166
92 C -2.3819 -4.3456 2.1929
93 C -1.5358 -4.1186 3.4682
94 O -3.7635 -4.7230 2.5557
95 H -2.7611 -2.2448 1.9218
96 H -3.0619 -3.1744 0.4604
97 H -1.3786 -2.8216 1.0034
98 H -2.0179 -5.2028 1.6176
99 H -2.1045 -3.5195 4.1804
100 H -0.6141 -3.5662 3.2495
101 H -1.2827 -5.0776 3.9134
102 H -4.1521 -3.9929 3.0620
103 C 1.2420 5.0097 -0.4978
104 C -0.0388 4.2328 -0.5930
105 C -1.2249 5.1214 -0.8625
106 O 0.0120 3.2512 -1.7094
107 H 1.2388 5.5920 0.4310
108 H 1.3325 5.7347 -1.3172
109 H 2.1412 4.3927 -0.5365
110 H -0.2030 3.6383 0.3215
111 H -2.1334 4.5106 -0.8983
112 H -1.1014 5.6023 -1.8319
113 H -1.3819 5.8647 -0.0800
114 H 0.9237 2.8714 -1.7002

Values from the calculation:
energy: -52759.3292 eV
spin multiplicity: 1
HOMO: -8.912 eV
molecular weight: 580.9 g mol⁻¹
E_LUMO: 0.0150 Ha

These are the Löwdin partial charges, in e, on atoms 1 to 2: atom 1 (C): -0.082, atom 2 (C): -0.337